This record from the Open Molecules 2025 dataset describes a molecular structure, C24H60O20P5Tl. The level of theory is ωB97M-V with the def2-TZVPD basis set.

Positions of all 110 atoms, in Å:
Tl: -1.628 6.358 1.792
P: 1.113 5.704 0.220
O: 2.391 5.508 -0.640
O: 1.230 6.088 1.724
O: 0.025 4.553 0.291
O: 0.204 6.877 -0.243
C: -0.532 12.231 3.171
C: -0.622 11.787 1.718
O: -2.008 11.850 1.396
P: -2.833 10.504 1.093
O: -2.149 9.175 1.128
O: -4.158 10.602 2.081
C: -4.069 10.832 3.494
C: -4.506 12.232 3.904
O: -3.537 10.816 -0.332
C: -3.897 12.169 -0.633
C: -4.762 12.001 -1.860
H: -0.784 11.435 3.872
H: 0.462 12.526 3.507
H: -1.228 13.049 3.357
H: 0.002 12.438 1.106
H: -0.157 10.813 1.561
H: -4.703 10.068 3.943
H: -3.081 10.536 3.846
H: -3.817 12.899 3.385
H: -5.517 12.499 3.598
H: -4.353 12.384 4.972
H: -4.340 12.640 0.244
H: -3.070 12.811 -0.938
H: -4.195 11.631 -2.714
H: -5.523 11.249 -1.655
H: -5.269 12.915 -2.171
C: 2.923 11.467 5.431
C: 2.084 10.232 5.788
O: 1.234 9.949 4.612
P: -0.089 8.992 4.806
O: -0.753 8.516 3.552
O: -1.050 9.859 5.816
C: -2.093 9.139 6.412
C: -2.936 10.114 7.170
O: 0.452 7.805 5.747
C: 1.129 6.715 5.142
C: 2.196 6.093 6.094
H: 3.334 11.853 6.365
H: 3.821 11.161 4.894
H: 2.440 12.335 4.984
H: 2.745 9.384 5.966
H: 1.433 10.410 6.644
H: -2.680 8.678 5.618
H: -1.661 8.375 7.058
H: -3.818 9.793 7.724
H: -2.278 10.696 7.816
H: -3.183 10.842 6.397
H: 0.406 5.944 4.878
H: 1.792 6.978 4.318
H: 1.728 5.477 6.862
H: 2.747 5.387 5.473
H: 2.930 6.695 6.629
C: -4.066 7.557 -2.737
C: -5.319 8.155 -2.024
O: -6.028 7.176 -1.344
P: -5.453 6.364 -0.072
O: -4.088 6.820 0.374
O: -6.659 6.546 1.025
C: -6.777 7.743 1.784
C: -7.030 9.065 1.009
O: -5.494 4.811 -0.377
C: -6.697 4.299 -0.903
C: -7.569 3.541 0.120
H: -3.741 8.421 -3.317
H: -3.310 7.287 -2.000
H: -4.234 6.762 -3.464
H: -5.151 9.021 -1.382
H: -5.877 8.503 -2.893
H: -7.553 7.466 2.498
H: -5.869 7.906 2.365
H: -7.125 9.900 1.702
H: -6.101 9.309 0.493
H: -7.912 8.955 0.378
H: -7.245 5.018 -1.512
H: -6.288 3.580 -1.613
H: -7.957 4.231 0.869
H: -8.464 3.096 -0.315
H: -6.963 2.792 0.628
C: -7.162 3.337 4.021
C: -5.905 4.276 4.025
O: -4.715 3.535 4.212
P: -3.874 2.828 2.975
O: -3.055 3.817 2.185
O: -2.950 1.812 3.811
C: -3.521 1.070 4.943
C: -2.823 -0.307 5.055
O: -4.953 1.922 2.185
C: -4.506 1.404 0.983
C: -4.613 -0.132 1.061
H: -6.971 2.446 4.618
H: -8.027 3.861 4.427
H: -7.417 3.014 3.012
H: -5.793 4.876 3.122
H: -6.019 4.995 4.836
H: -3.371 1.662 5.846
H: -4.568 0.772 4.889
H: -2.914 -0.737 6.052
H: -3.106 -1.023 4.283
H: -1.758 -0.074 5.042
H: -5.101 1.870 0.198
H: -3.443 1.574 0.809
H: -3.913 -0.608 0.375
H: -4.435 -0.420 2.098
H: -5.643 -0.335 0.770

DFT total energy: -117960.1924 eV
Highest occupied orbital energy (alpha / beta): -3.28 / -2.85 eV
Charge: -1
2S+1: 2
⟨S²⟩: 0.767
Gap between HOMO and LUMO (alpha / beta): 5.3 / 4.9 eV